Computed, not measured: a cluster of 3 separate species, C2H12N4 in total in a non-equilibrium geometry, with ωB97M-V/def2-TZVPD.

The maximum force is 1.7 eV/Å. The HOMO energy comes out at -7.888 eV. The calculation puts the frontier orbital gap at 8.7 eV. The calculation puts the energy above the lowest of the compared OMol25 structures with the same formula, charge and spin at 2.5415 eV. The calculation puts the LUMO energy at 0.847 eV. As for the SMILES: [H]/N=N\[H].CN.CN.

```
18
Properties=species:S:1:pos:R:3:mulliken_charge:R:1
H 0.685 1.013 0.299 0.3043
N 0.604 1.824 -0.344 -0.1471
N 1.078 1.685 -1.482 -0.4133
H 1.448 0.736 -1.706 0.2106
C -2.221 0.158 -0.410 -0.7387
N -1.554 1.441 -0.527 -0.5179
H -3.288 0.194 -0.673 0.3039
H -2.130 -0.203 0.614 0.2387
H -1.730 -0.553 -1.075 0.2590
H -1.947 2.137 0.094 0.2030
H -1.515 1.771 -1.500 0.2956
C 1.340 -1.534 1.502 -0.8317
N 1.602 -1.060 0.150 -0.4680
H 0.261 -1.579 1.651 0.2498
H 1.747 -0.809 2.211 0.3130
H 1.766 -2.520 1.726 0.3209
H 1.247 -1.723 -0.528 0.2047
H 2.607 -0.980 -0.004 0.2133
```

---

Computed, not measured: a structure of composition C46H53N5O2PRbSSi3, with ωB97M-V/def2-TZVPD.

The maximum force is 0.6 eV/Å. The HOMO energy comes out at -1.846 eV. The calculation puts the frontier orbital gap at 5.6 eV. The net charge is -2. The calculation puts the energy above the lowest of the compared OMol25 structures with the same formula, charge and spin at 0.2122 eV. The calculation puts the LUMO energy at 3.765 eV.

```
112
Properties=species:S:1:pos:R:3:mulliken_charge:R:1
Rb -0.900 0.589 0.796 0.0455
N 3.704 -1.058 3.275 -0.4952
C 2.592 -0.993 2.460 0.1917
S 1.124 -0.525 3.180 -0.3147
N 2.890 -1.331 1.206 -1.0242
N 1.862 -1.255 0.346 1.5269
C 2.112 -1.675 -0.848 0.5695
C 3.448 -2.222 -1.238 -1.1265
C 3.648 -3.597 -1.312 0.3853
C 4.883 -4.116 -1.678 -0.9245
C 5.933 -3.260 -1.979 -0.4481
C 5.741 -1.886 -1.905 -0.6853
C 4.508 -1.371 -1.535 -0.0917
C 1.024 -1.692 -1.846 -0.1782
C 1.254 -2.141 -3.152 -0.8055
C 0.199 -2.196 -4.046 -0.8027
C -1.062 -1.802 -3.632 -0.8964
C -1.193 -1.347 -2.328 -0.8815
N -0.194 -1.290 -1.460 1.3691
H 3.623 -0.528 4.125 0.2310
H 4.582 -1.014 2.781 0.2268
H 2.825 -4.262 -1.076 0.4752
H 5.024 -5.189 -1.727 0.3882
H 6.898 -3.661 -2.266 0.3441
H 6.557 -1.211 -2.134 0.4209
H 4.356 -0.301 -1.467 0.4079
H 2.248 -2.438 -3.453 0.5642
H 0.366 -2.543 -5.059 0.4137
H -1.919 -1.830 -4.290 0.4862
H -2.159 -1.011 -1.962 0.4046
O -4.273 0.681 3.004 -0.7975
C -3.963 -0.243 2.237 -0.0079
O -3.499 -0.174 1.067 -0.6246
C -4.223 -1.670 2.759 0.2406
C -5.358 -1.853 3.550 -0.5239
C -5.754 -3.112 3.961 -0.5326
C -5.005 -4.225 3.591 -0.7873
C -3.858 -4.050 2.837 -0.1609
C -3.441 -2.779 2.428 0.0370
P -1.891 -2.581 1.445 1.7616
C -0.703 -3.705 2.274 0.3788
C 0.520 -3.871 1.619 -0.4056
C 1.579 -4.525 2.224 -0.5850
C 1.441 -5.020 3.514 -0.7382
C 0.242 -4.844 4.186 -0.7491
C -0.821 -4.190 3.575 -0.6620
C -2.449 -3.550 -0.020 0.6107
C -3.607 -3.080 -0.650 -0.6857
C -4.084 -3.686 -1.800 -0.5755
C -3.408 -4.766 -2.357 -0.5856
C -2.258 -5.236 -1.742 -0.6283
C -1.785 -4.637 -0.579 -0.1635
H -5.917 -0.967 3.824 0.4732
H -6.649 -3.232 4.562 0.3613
H -5.310 -5.221 3.890 0.3751
H -3.268 -4.914 2.554 0.5109
H 0.662 -3.421 0.644 0.2120
H 2.529 -4.595 1.707 0.4389
H 2.276 -5.506 4.004 0.3556
H 0.134 -5.196 5.206 0.3512
H -1.733 -4.030 4.133 0.4172
H -4.116 -2.218 -0.228 0.2634
H -4.983 -3.305 -2.272 0.3984
H -3.773 -5.233 -3.264 0.3381
H -1.720 -6.077 -2.165 0.3981
H -0.891 -5.026 -0.109 0.3466
C -0.682 2.100 -3.374 -0.6672
Si 0.853 2.987 -2.691 -0.3625
C 1.268 4.251 -4.063 -1.1858
C 2.245 1.709 -2.828 -0.6502
C 0.682 3.673 -1.037 1.7473
Si 2.154 3.814 0.008 -0.1047
C 1.812 4.604 1.698 -1.1454
C 3.525 4.910 -0.746 -1.2219
C 3.041 2.196 0.428 -0.2953
Si -0.624 4.846 -0.715 -0.8925
C -2.117 4.772 -1.885 -1.1745
C -0.122 6.687 -0.803 -1.1896
C -1.476 4.672 1.002 0.4929
C -2.221 5.714 1.559 -0.8088
C -2.930 5.522 2.735 -0.4698
C -2.891 4.278 3.339 -0.8183
C -2.123 3.292 2.738 -0.2071
N -1.431 3.473 1.616 0.7787
H -0.409 1.472 -4.228 0.3491
H -1.446 2.806 -3.706 0.4522
H -1.134 1.453 -2.619 -0.1150
H 1.350 3.779 -5.049 0.3034
H 2.216 4.749 -3.840 0.2784
H 0.497 5.026 -4.123 0.2495
H 2.262 1.275 -3.833 0.4625
H 2.101 0.900 -2.109 -0.2763
H 3.225 2.156 -2.636 0.4622
H 1.300 5.568 1.637 0.2114
H 2.764 4.761 2.215 0.3974
H 1.198 3.941 2.311 0.2621
H 3.151 5.927 -0.900 0.2803
H 3.837 4.524 -1.722 0.2745
H 4.412 4.961 -0.104 0.3471
H 2.345 1.382 0.636 -0.3046
H 3.658 2.327 1.323 0.5530
H 3.699 1.868 -0.380 0.0381
H -1.833 4.976 -2.921 0.2766
H -2.851 5.526 -1.580 0.3602
H -2.605 3.796 -1.851 0.2784
H 0.290 6.870 -1.800 0.2537
H 0.659 6.931 -0.078 0.3055
H -0.957 7.378 -0.653 0.3833
H -2.250 6.675 1.060 0.2379
H -3.516 6.328 3.164 0.3777
H -3.448 4.055 4.238 0.3962
H -2.093 2.301 3.180 0.2479
```

---

Computed, not measured: an isolated molecule of C3H2BrNO2 in a non-equilibrium geometry, with ωB97M-V/def2-TZVPD.

The maximum force is 2.4 eV/Å. The HOMO energy (alpha / beta) comes out at -7.546 / -7.544 eV. The calculation puts the frontier orbital gap (alpha / beta) at 6.4 / 6.4 eV. The calculation puts the energy above the lowest of the compared OMol25 structures with the same formula, charge and spin at 4.6040 eV. The calculation puts the LUMO energy (alpha / beta) at -1.172 / -1.175 eV.

```
9
Properties=species:S:1:pos:R:3:mulliken_charge:R:1
C -0.859 -0.403 -0.641 0.2343
C 0.330 0.334 -0.580 -0.5057
C 1.917 0.747 1.265 0.5691
N -1.484 -0.904 0.369 -0.4983
O 2.632 1.158 2.085 -0.2783
O 0.934 0.696 0.588 -0.0628
Br -3.011 -1.898 0.043 -0.1473
H -1.202 -0.529 -1.670 0.3512
H 0.742 0.800 -1.458 0.3376
```

---

Computed, not measured: a structure of composition C22H21AsF8MoN3O8S2 in a non-equilibrium geometry, with ωB97M-V/def2-TZVPD.

As for the spin multiplicity: 3. The maximum force is 3.4 eV/Å. The HOMO energy (alpha / beta) comes out at -5.035 / -5.966 eV. The calculation puts the frontier orbital gap (alpha / beta) at 7.3 / 8.2 eV. The net charge is -1. The calculation puts the energy above the lowest of the compared OMol25 structures with the same formula, charge and spin at 0.0000 eV. The calculation puts the LUMO energy (alpha / beta) at 2.272 / 2.273 eV.

```
66
Properties=species:S:1:pos:R:3:mulliken_charge:R:1
Mo -1.797 -0.909 20.027 2.1355
O 0.308 3.154 20.251 -0.6594
As -1.155 2.344 19.662 1.6362
O -2.604 3.089 20.185 -0.8089
O -0.539 0.637 19.950 -0.7410
C -0.751 2.537 17.761 -0.2640
C -0.011 3.643 17.337 -0.6745
C 0.294 3.752 15.986 -0.5687
C -0.110 2.766 15.081 -0.5288
C -0.881 1.679 15.477 -0.6814
C -1.179 1.583 16.826 0.2845
S -2.169 0.201 17.392 1.7674
O -2.902 0.639 18.657 -0.7704
O -3.010 -0.186 16.260 -0.7282
O -1.191 -0.833 17.921 -0.8338
H 0.389 3.000 21.212 0.3782
H 0.340 4.361 18.076 0.4728
H 0.882 4.601 15.628 0.3503
H 0.174 2.863 14.029 0.3665
H -1.296 0.965 14.758 0.4298
F 0.851 -2.146 20.425 -0.3105
C -0.102 -1.607 21.314 -0.0508
F 0.472 -0.535 21.969 -0.1963
C -0.399 -2.675 22.426 0.5512
F -0.875 -2.007 23.529 -0.2285
F -1.359 -3.583 22.036 -0.2487
F 0.751 -3.347 22.729 -0.3045
C -4.652 -5.384 15.866 -1.2617
C -4.375 -4.029 16.523 -0.4789
N -3.337 -4.165 17.550 -0.0279
C -2.121 -3.611 17.626 0.6377
S -1.445 -3.377 19.256 -0.7500
N -1.372 -3.252 16.578 0.0442
C -1.510 -3.540 15.150 -0.2578
C -1.628 -2.239 14.346 -0.8817
H -5.503 -5.298 15.176 0.3980
H -4.899 -6.124 16.639 0.3397
H -3.783 -5.753 15.322 0.2762
H -5.304 -3.672 16.999 0.4088
H -4.076 -3.278 15.787 0.1976
H -3.656 -4.508 18.446 0.3918
H -0.616 -2.624 16.834 0.1915
H -2.364 -4.209 14.966 -0.0754
H -0.610 -4.075 14.822 0.3736
H -2.379 -1.571 14.778 0.0704
H -1.876 -2.490 13.308 0.4661
H -0.660 -1.724 14.352 0.3730
F -4.151 -1.651 18.369 -0.2677
C -3.943 -1.620 19.749 0.0532
F -4.848 -0.730 20.316 -0.2623
F -4.225 -2.908 20.174 -0.2912
O -3.789 -2.103 22.605 -0.5859
C -3.497 -0.915 22.705 -0.2328
N -2.517 -0.219 21.999 1.2643
C -2.196 1.029 22.540 -0.3866
O -1.212 1.750 22.320 -0.6102
C -3.260 1.265 23.535 0.0555
C -3.513 2.372 24.293 -0.3050
C -4.612 2.333 25.154 -0.5313
C -5.386 1.201 25.263 -0.4596
C -5.110 0.072 24.493 -0.4323
C -4.055 0.113 23.630 0.1920
H -2.878 3.263 24.211 0.4439
H -4.804 3.195 25.798 0.3589
H -6.233 1.160 25.959 0.3552
H -5.712 -0.845 24.575 0.4328
```

---

Computed, not measured: an isolated molecule of C5H6F2 in a non-equilibrium geometry, with ωB97M-V/def2-TZVPD.

The maximum force is 9.3 eV/Å. The HOMO energy comes out at -9.064 eV. The calculation puts the frontier orbital gap at 10.0 eV. The calculation puts the energy above the lowest of the compared OMol25 structures with the same formula, charge and spin at 2.1252 eV. The calculation puts the LUMO energy at 0.935 eV. As for the SMILES: CC(/C=C\F)=C/F.

```
13
Properties=species:S:1:pos:R:3:mulliken_charge:R:1
C -2.206 -0.964 -0.362 -0.9705
C -0.998 -0.058 0.038 0.4148
C 0.102 -0.699 0.784 -0.5717
C 1.491 -0.918 0.341 -0.2590
F 2.092 -0.322 -0.776 -0.2519
C -0.891 1.210 -0.140 -0.2197
F 0.386 1.749 0.257 -0.2598
H -3.145 -0.269 -0.275 0.2773
H -2.196 -1.563 -1.385 0.2356
H -2.437 -1.647 0.398 0.3361
H -0.085 -1.158 1.749 0.3111
H 2.203 -1.515 0.635 0.5225
H -1.625 1.881 -0.421 0.4352
```

---

Computed, not measured: a cluster of 2 separate species, C3H6O2 in total in a non-equilibrium geometry, with ωB97M-V/def2-TZVPD.

The maximum force is 1.4 eV/Å. The HOMO energy (alpha / beta) comes out at -8.963 / -9.194 eV. The calculation puts the frontier orbital gap (alpha / beta) at 7.9 / 8.2 eV. The calculation puts the energy above the lowest of the compared OMol25 structures with the same formula, charge and spin at 8.1941 eV. The calculation puts the LUMO energy (alpha / beta) at -1.037 / -0.947 eV.

```
11
Properties=species:S:1:pos:R:3:mulliken_charge:R:1
C -1.063 -0.693 1.164 -0.7504
C 0.720 0.229 -0.528 0.5495
C 0.878 0.484 -1.811 -0.8164
O 1.275 0.748 0.546 -0.1410
O 0.296 1.023 1.489 -0.3902
H -0.163 -0.456 -0.066 0.1124
H -1.831 0.043 1.356 0.2643
H -0.555 -1.084 2.034 0.3023
H -1.440 -1.478 0.511 0.3168
H 0.387 -0.125 -2.555 0.2576
H 1.497 1.308 -2.139 0.2952
```

---

Computed, not measured: a cluster of 3 separate species, C3H7NO2 in total, with ωB97M-V/def2-TZVPD.

The maximum force is 0.3 eV/Å. The HOMO energy comes out at -8.994 eV. The calculation puts the frontier orbital gap at 8.8 eV. The calculation puts the energy above the lowest of the compared OMol25 structures with the same formula, charge and spin at 4.8411 eV. The calculation puts the LUMO energy at -0.206 eV.

```
13
Properties=species:S:1:pos:R:3:mulliken_charge:R:1
C 2.066 0.174 -0.142 -0.8384
N 0.688 -0.243 -0.269 -0.4146
C -0.176 0.285 0.539 0.5875
O -0.193 1.144 1.447 -0.6392
C -1.604 -0.179 0.359 -0.2068
O -2.443 0.532 -0.334 -0.3499
H 2.422 0.612 -1.082 0.2610
H 2.183 0.917 0.659 0.3105
H 2.703 -0.689 0.084 0.2701
H -0.392 -1.322 -0.755 0.1957
H -2.101 -0.758 1.136 0.3639
H -1.200 -1.558 -0.670 0.0828
H -1.953 1.084 -0.971 0.3773
```

---

Computed, not measured: an isolated molecule of C3H6BClO2 in a non-equilibrium geometry, with ωB97M-V/def2-TZVPD.

The maximum force is 5.7 eV/Å. The HOMO energy comes out at -9.216 eV. The calculation puts the frontier orbital gap at 9.4 eV. The calculation puts the energy above the lowest of the compared OMol25 structures with the same formula, charge and spin at 1.0651 eV. The calculation puts the LUMO energy at 0.181 eV. As for the SMILES: C=C[C@H](Cl)B(O)O.

```
13
Properties=species:S:1:pos:R:3:mulliken_charge:R:1
C 1.929 -0.519 0.233 -0.8191
C 0.925 -1.052 -0.391 -0.1203
C -0.396 -0.881 0.289 -0.2466
Cl -1.634 -2.030 -0.383 -0.2405
B -0.971 0.707 -0.044 0.5611
O -0.947 1.139 -1.317 -0.5290
O -1.340 1.419 0.999 -0.4511
H 2.907 -0.605 -0.142 0.3111
H 1.953 0.213 1.080 0.2163
H 0.856 -1.704 -1.292 0.2915
H -0.443 -0.972 1.290 0.4363
H -1.055 2.110 -1.440 0.3005
H -1.785 2.173 1.119 0.2898
```

---

Q: Which of these has the highest maximum force?
A: C5H6F2

---

Q: What is the maximum force in the sixth record?
A: 1.4 eV/Å

---

Q: Which of these has the highest maximum force?
A: C5H6F2

---

Q: Which formula does entry 8 have?
A: C3H6BClO2